# 1
The following is a quantum chemistry calculation of a cluster of 9 separate species, C58H39N3O34S in total in a non-equilibrium geometry, from OMol25.

Summary:
SMILES	O=C=Nc1cc(C[C@@H]2CO2)c2nsnc2c1.O=C1C=C(O)C(=O)C=C1O.O=C1C=C(O)C(=O)C=C1O.O=C1C=C(O)C(=O)C=C1O.O=C1C=C(O)C(=O)C=C1O.O=C1C=C(O)C(=O)C=C1O.O=C1C=C(O)C(=O)C=C1O.O=C1C=C(O)C(=O)C=C1O.O=C1C=C(O)C(=O)C=C1O
charge	0

```
135
Properties=species:S:1:pos:R:3:forces:R:3:mulliken_charge:R:1
S -1.8674 -2.7484 0.5338 3.333 2.814 0.134 0.16
O -4.2165 4.5947 -6.7990 -1.504 0.805 1.045 -0.57
O -3.3243 -8.7708 2.1505 -1.526 0.993 -0.830 -0.57
O 6.2877 -3.5063 7.6812 -1.732 0.860 -0.378 -0.56
O -6.6211 4.8317 -0.2642 -0.418 -1.652 1.436 -0.50
O -5.6016 -9.0572 0.6451 0.448 0.710 0.411 -0.62
O 0.1094 -2.0869 -6.8530 -1.485 0.787 1.004 -0.57
O -7.1179 6.3760 -2.3292 1.548 -0.477 -1.459 -0.58
O 7.3585 4.7306 -2.5228 0.234 -0.805 0.396 -0.62
O 13.8179 7.3512 -1.0010 0.369 -1.973 0.207 -0.57
O 1.7553 -0.3143 8.5973 1.829 -0.875 0.326 -0.56
O -0.2504 -1.3258 -2.1998 -0.535 0.070 -0.905 -0.23
O 3.8340 -0.4969 10.3804 -0.200 -0.404 -0.875 -0.61
O -8.3287 3.3183 1.2613 0.881 -0.019 -0.288 -0.63
O 12.7982 1.8998 -0.0996 -0.390 1.917 -0.256 -0.58
O -11.0857 -7.2249 -2.7540 0.452 0.665 0.406 -0.63
O 9.3172 2.8333 -2.8362 -1.596 0.494 1.066 -0.58
O -2.3967 -0.9845 -7.0464 0.607 -0.214 0.632 -0.62
O -12.1045 -2.6085 -2.6476 1.550 -0.958 0.783 -0.57
O -8.8085 -6.9385 -1.2486 -1.513 0.812 -0.856 -0.47
O -5.0656 0.0257 2.1960 0.101 1.763 -1.069 -0.64
O -6.7227 5.6971 -6.9924 0.613 -0.206 0.669 -0.61
O -2.7920 -0.3056 -2.3832 1.591 -0.747 -1.529 -0.59
O 4.2502 -3.2537 5.8593 0.219 0.281 0.707 -0.63
O 2.1146 3.6837 3.1384 -1.942 -2.603 -11.103 -0.49
O -4.2962 -4.1429 2.1809 -0.470 -0.647 -0.358 -0.56
O 10.8133 3.7941 -0.1761 0.853 -0.023 -0.050 -0.54
O 4.9173 -0.5520 2.4255 -0.334 -3.084 -4.081 -0.34
O -6.6204 -4.4408 0.7515 1.563 -0.814 0.816 -0.45
O 15.7921 5.4445 -1.0131 -0.960 0.004 0.140 -0.61
O 7.3195 0.6096 0.8282 -0.170 0.743 -0.493 -0.58
O -4.5763 5.3558 -2.1458 -0.407 0.200 -0.814 -0.60
O 5.3092 2.4608 1.0840 1.574 -0.469 -1.088 -0.58
O -9.7804 -2.3106 -1.2182 -0.468 -0.728 -0.372 -0.62
O -3.3346 1.5848 0.7445 -1.095 0.284 0.293 -0.32
N 1.5342 3.0896 0.5056 1.150 -0.749 7.840 -0.53
N -0.1025 -2.8934 0.7222 -0.752 5.612 -0.462 -0.51
N -2.1945 -1.0033 0.3941 7.167 -1.493 0.878 -0.35
C -5.0626 5.4114 -3.2699 0.920 -0.337 0.438 0.91
C 6.2842 3.6396 -0.7205 0.169 0.168 -0.292 -0.83
C -0.7781 -0.4654 0.4904 0.280 1.216 0.157 0.63
C 2.4285 0.5498 0.7145 -3.743 -3.754 -0.003 -0.15
C 2.9526 -1.7869 7.1851 0.243 -0.285 -0.270 -0.94
C -11.3143 -3.7000 -2.3370 -1.408 1.122 -0.674 0.30
C 14.6510 5.0479 -0.8015 1.075 -0.400 -0.071 0.87
C -10.8089 -6.0862 -2.3939 -0.740 -0.526 -0.529 0.79
C -4.9349 3.2386 0.1997 0.269 -0.204 0.048 -0.77
C 13.5213 6.0172 -0.7893 -0.139 1.920 -0.233 0.43
C 2.0927 -1.0497 0.8144 -1.787 3.015 -0.535 0.33
C -4.3386 4.9443 -4.4625 -0.042 0.042 0.397 -1.03
C -5.3248 -7.9185 1.0052 -0.748 -0.503 -0.536 0.86
C 4.1295 -2.6239 6.9042 -0.635 -0.063 -0.753 0.96
C 4.7767 -1.5751 1.2521 0.616 -0.233 3.304 0.15
C -4.5908 -5.2863 1.8492 0.711 0.471 0.538 0.75
C 14.3467 3.6308 -0.5500 0.232 0.275 -0.072 -0.82
C 13.0916 3.2297 -0.3392 0.138 -1.863 0.267 0.37
C 6.2851 2.5984 0.1140 -1.487 0.351 1.049 0.43
C -0.5643 -1.6473 -5.7282 1.323 -0.729 -1.132 0.41
C 1.1416 1.5979 0.5400 -1.913 -3.505 0.090 0.08
C -0.7366 -1.2702 -3.3239 0.913 -0.325 0.470 0.72
C 5.1049 -2.0089 9.0799 -0.180 0.227 0.201 -0.84
C -6.1689 -6.7615 0.6686 0.059 -0.319 -0.003 -0.62
C -4.8902 5.0343 -5.6742 1.335 -0.745 -1.183 0.40
C -11.6531 -4.9292 -2.7306 0.097 -0.370 -0.005 -0.92
C -4.0996 -7.6757 1.8161 1.388 -1.162 0.708 0.39
C 0.4847 -1.4901 0.6838 -2.890 -1.118 -0.109 -0.20
C 3.9392 -1.1532 9.3497 0.553 0.227 0.991 0.85
C -0.4301 1.1399 0.4306 3.985 -0.437 0.245 -0.08
C 7.3344 1.5453 0.0354 0.643 -0.890 0.189 0.86
C -5.8302 -5.5322 1.0621 -1.224 0.827 -0.615 0.21
C -6.4333 5.9623 -3.4572 -1.424 0.780 1.342 0.35
C 8.3576 2.7100 -1.8481 1.519 -0.325 -1.134 0.03
C -3.7592 -6.4459 2.2067 -0.074 0.404 0.002 -1.02
C -4.4873 1.9914 0.8391 0.811 0.266 -0.459 0.84
C -9.5837 -5.8434 -1.5830 1.188 -0.814 0.639 0.21
C -2.6574 -0.6261 -4.7234 0.075 -0.093 -0.525 -0.76
C 3.1522 -2.2765 1.0314 2.408 1.851 0.784 -0.30
C -7.1844 2.8943 1.1388 -0.976 -0.293 0.464 0.93
C -6.2496 5.6106 -5.8642 -0.997 0.361 -0.460 0.90
C 2.8599 -1.1007 8.3258 -1.736 0.942 -0.108 0.43
C -6.9834 6.0555 -4.6694 0.056 -0.096 -0.473 -0.76
C -9.2434 -4.6136 -1.1925 -0.038 0.307 -0.004 -0.67
C 8.3604 1.6706 -1.0113 -0.229 -0.153 0.261 -0.72
C 11.9580 4.1952 -0.3543 -0.943 0.457 0.044 0.91
C 1.8678 3.3611 1.8386 -0.125 0.975 3.265 0.70
C 12.2657 5.6158 -0.5819 -0.273 -0.324 0.060 -0.97
C 5.1962 -2.6979 7.9407 1.631 -0.915 0.161 0.36
C -5.4865 1.2097 1.6190 0.137 -1.746 1.001 0.15
C -6.7436 1.6350 1.7582 -0.272 0.322 -0.102 -0.88
C -6.1930 3.6619 0.3363 0.226 1.340 -0.882 0.03
C 7.3242 3.7779 -1.7519 -0.532 0.913 -0.195 0.94
C -2.1074 -0.7193 -3.5112 -1.461 0.782 1.376 0.30
C -0.0127 -1.7373 -4.5165 -0.025 0.068 0.361 -1.14
C -10.0749 -3.4540 -1.5499 0.743 0.529 0.540 0.88
C -1.9237 -1.0710 -5.9182 -1.005 0.381 -0.416 0.97
C 5.5483 -2.0386 2.7373 -1.691 5.848 0.177 -0.68
H 9.1009 3.6673 -3.3072 0.079 -0.321 0.211 0.36
H 11.8241 1.8650 0.0200 0.396 0.026 -0.054 0.31
H -7.5670 4.9213 -0.0159 0.282 -0.100 -0.058 0.34
H -6.1625 -3.6666 1.1459 -0.194 -0.245 -0.151 0.26
H -2.8703 -6.2548 2.7945 -0.050 -0.002 -0.041 0.46
H 11.4346 6.3094 -0.5726 0.040 -0.040 -0.006 0.43
H 5.5289 4.4136 -0.6730 0.042 -0.037 -0.001 0.47
H 5.8740 -2.0517 9.8408 -0.050 0.013 -0.052 0.41
H 14.7913 7.3852 -1.1266 -0.390 -0.015 0.043 0.35
H 6.6076 -1.5748 2.9847 -1.721 -2.100 -1.027 0.31
H 3.0247 -2.8417 2.0581 -0.238 1.149 -2.288 0.27
H 5.5289 1.6297 1.5590 -0.060 0.062 0.098 0.20
H 9.1068 0.8884 -1.0685 -0.048 0.047 0.009 0.54
H 1.9261 0.0792 9.4808 -0.066 -0.145 -0.360 0.35
H -3.3504 4.5296 -4.3101 -0.047 0.029 -0.006 0.47
H 6.1196 -3.8950 6.7952 0.073 0.156 0.361 0.34
H 4.8729 -2.0352 3.7198 1.477 -1.710 -2.338 0.18
H 0.9755 -2.1520 -4.3641 -0.052 0.030 -0.005 0.44
H 2.1765 -1.7561 6.4311 0.046 0.010 0.032 0.46
H -7.4796 1.0779 2.3242 0.046 0.049 -0.039 0.46
H -12.5500 -5.1221 -3.3051 0.058 0.004 0.027 0.42
H -11.6467 -1.8343 -2.2532 -0.182 -0.314 -0.165 0.35
H -3.6520 -0.2256 -4.8742 0.071 -0.018 0.005 0.48
H -0.4976 -1.9129 -7.6052 0.237 -0.056 0.310 0.34
H -7.9779 6.4560 -4.8202 0.074 -0.018 0.006 0.43
H 5.5005 -1.4575 0.2343 -2.007 -0.097 3.249 0.19
H -4.8235 4.7687 -7.5512 0.242 -0.063 0.302 0.35
H 15.1799 2.9394 -0.5440 -0.054 0.050 -0.010 0.42
H 3.2660 -3.0080 0.1244 -0.580 1.483 1.770 0.32
H -1.2481 1.9974 0.2859 2.055 -2.356 0.418 0.33
H -7.0659 -6.9543 0.0940 0.080 0.004 0.035 0.58
H -8.3544 -4.4225 -0.6046 -0.082 -0.001 -0.054 0.61
H 3.5368 0.9241 0.7730 -2.572 -0.689 -0.096 0.14
H -4.2032 3.7878 -0.3789 -0.064 -0.005 0.019 0.59
H -2.1827 -0.4740 -1.6318 -0.356 0.059 0.065 0.18
H -3.7790 -9.5440 1.7510 0.183 0.311 0.151 0.35
H -9.2632 -7.7118 -1.6481 0.185 0.274 0.147 0.33
H -6.5086 6.2076 -1.5778 -0.206 -0.061 -0.243 0.42
H -4.1181 -0.0608 1.9527 -0.239 -0.097 0.021 0.28
```
Positions in Å, forces in eV/Å.


# 2
The following is a quantum chemistry calculation of the molecule C3H8N2O2S in a non-equilibrium geometry, from OMol25.

Summary:
charge	0
energy above the lowest of the compared OMol25 structures with the same formula, charge and spin	3.534	eV

```
16
Properties=species:S:1:pos:R:3:forces:R:3:nbo_charge:R:1
S 0.8984 -0.6755 0.5121 -0.385 2.598 4.173 1.62
O 0.0548 0.8257 0.5769 0.597 -0.746 0.626 -0.74
O 1.0477 -1.0620 -0.8285 0.268 -1.107 -3.262 -0.95
N 2.4449 0.1379 0.8968 -1.117 1.148 0.009 -0.64
N 3.0593 0.4197 -0.3338 1.563 2.203 -0.927 -0.67
C -1.6859 -0.5357 -0.4285 -1.474 -1.108 -0.648 -0.27
C -1.1809 0.8424 -0.1064 -0.586 0.489 -1.460 -0.12
C -2.5339 -1.0940 0.4271 -0.192 -1.328 1.755 -0.36
H -1.4634 -1.1290 -1.3437 0.258 1.034 0.622 0.23
H -2.9410 -2.1787 0.4430 0.726 2.091 -0.511 0.21
H 2.9185 -0.2911 -1.0131 0.017 -1.183 -0.055 0.37
H -2.6758 -0.5349 1.3789 -0.367 -0.495 -0.665 0.19
H 2.7630 1.2661 -0.8706 -0.326 -0.586 1.234 0.34
H 2.2692 1.0887 1.3728 0.118 -2.121 -0.788 0.39
H -0.9968 1.4215 -0.9884 0.275 -0.036 -1.144 0.18
H -1.9782 1.4989 0.3055 0.625 -0.852 1.042 0.20
```
Positions in Å, forces in eV/Å.


| no. | LUMO (eV) | electronic energy (a.u.) |
| --- | --- | --- |
| 1 | -1.83 | -5353.52709 |
| 2 | 0.83 | -777.14937 |